23
Properties=species:S:1:pos:R:3 method="wB97M-V/def2-TZVPD" relative_energy_ev=0.5256 lumo_ev=1.00 homo_energy_ev=-8.4 smiles=CN[SiH]1CCCCC1
C 0.962 0.472 -1.970
C 0.360 -0.914 -1.625
C 0.188 1.681 -1.477
C 0.736 -1.400 -0.198
C 0.294 1.792 0.064
C -1.610 -1.241 2.448
N -1.218 -0.130 1.746
Si 0.369 0.095 1.109
H 1.950 0.654 -1.535
H 0.892 0.485 -3.063
H -0.674 -0.783 -1.706
H 0.824 -1.752 -2.255
H 0.774 2.550 -1.885
H -0.923 1.593 -1.652
H 0.160 -2.208 0.059
H 1.784 -1.577 -0.149
H 1.308 2.202 0.207
H -0.409 2.514 0.411
H -2.059 -2.090 1.772
H -0.790 -1.766 2.812
H -2.440 -1.017 3.165
H -1.782 0.624 1.613
H 1.305 0.213 2.109

44
Properties=species:S:1:pos:R:3 method="wB97M-V/def2-TZVPD" relative_energy_ev=0.9789 lumo_ev=-0.18 homo_energy_ev=-7.7
H 2.816 3.776 -0.754
N 1.659 2.058 -1.202
B 0.098 0.414 -2.504
N 0.520 1.816 -1.965
C 0.147 2.986 -2.533
Be 2.546 0.928 -0.432
H -0.670 3.002 -3.240
C 1.012 3.988 -2.105
H 0.963 5.031 -2.359
C 1.960 3.372 -1.284
H 0.236 0.523 -3.729
C -1.704 -2.258 2.370
H -1.123 -2.988 2.947
H -1.044 -1.763 1.648
H -2.507 -2.775 1.832
N -1.449 -0.003 -2.413
N 1.163 -0.655 -2.111
N -2.238 -0.263 -1.278
N 2.282 -0.399 -1.324
C -2.213 -0.155 -3.537
C 1.372 -1.815 -2.780
H -1.787 0.001 -4.523
H 0.642 -2.176 -3.494
C -3.505 -0.511 -3.153
C 2.611 -2.331 -2.397
C -3.464 -0.561 -1.732
C 3.158 -1.412 -1.494
H -4.344 -0.701 -3.800
H 3.050 -3.257 -2.726
H -4.292 -0.802 -1.075
H 4.107 -1.422 -0.957
H -2.114 -1.536 3.025
Se 2.964 1.012 1.850
C 1.539 0.412 2.878
C 0.327 1.135 2.971
C -0.574 0.864 4.001
C -0.348 -0.196 4.890
C 0.772 -1.019 4.702
C 1.677 -0.760 3.675
H 0.121 1.923 2.248
H -1.460 1.484 4.121
H -1.047 -0.394 5.707
H 0.936 -1.865 5.377
H 2.531 -1.425 3.503

22
Properties=species:S:1:pos:R:3 method="wB97M-V/def2-TZVPD" relative_energy_ev=2.4144 lumo_ev="-0.19 / -0.19" homo_energy_ev="-8.0 / -8.0" smiles="C/C=C/C=C/C.CP=O"
C -0.869 -0.092 -1.225
C 0.476 0.381 -1.165
C -1.795 0.345 -0.374
C 1.178 0.793 -0.107
C -3.220 0.147 -0.661
C 2.309 1.731 -0.199
C 0.520 -2.204 1.466
O 2.529 -0.689 1.968
P 2.109 -1.372 0.786
H -1.296 -0.719 -2.085
H 0.928 0.231 -2.106
H -1.562 0.942 0.547
H 0.717 0.938 0.946
H -3.502 0.697 -1.635
H -3.682 0.708 0.190
H -3.621 -0.907 -0.492
H 1.925 2.752 -0.123
H 2.878 1.701 -1.108
H 3.127 1.469 0.634
H 0.821 -2.657 2.325
H -0.003 -1.291 1.668
H 0.032 -2.902 0.750

77
Properties=species:S:1:pos:R:3 method="wB97M-V/def2-TZVPD" relative_energy_ev=0.1084 total_charge=+1 lumo_ev=-2.56 homo_energy_ev=-9.6
Ba -0.225 1.482 -0.892
C -2.133 -2.103 -0.024
C -0.807 -2.605 0.531
S 0.642 -1.624 0.025
C 1.481 -1.373 1.615
C 0.700 -0.669 2.715
S 0.017 0.955 2.262
C -1.719 0.791 2.763
C -2.559 -0.296 2.105
S -2.556 -0.364 0.285
H -2.941 -2.733 0.351
H -2.147 -2.186 -1.113
H -0.650 -3.629 0.193
H -0.826 -2.627 1.620
H 2.377 -0.811 1.354
H 1.809 -2.349 1.975
H 1.368 -0.518 3.563
H -0.128 -1.282 3.068
H -2.141 1.777 2.577
H -1.734 0.630 3.843
H -3.593 -0.149 2.416
H -2.259 -1.284 2.453
C 8.318 3.131 -0.787
C 7.287 3.848 -1.376
C 5.964 3.509 -1.122
C 5.668 2.446 -0.276
C 6.707 1.744 0.331
C 8.027 2.079 0.070
Sb 3.683 1.839 0.199
C 2.626 3.133 -1.149
C 2.875 3.160 -2.525
C 2.153 4.004 -3.361
C 1.190 4.854 -2.831
C 0.966 4.874 -1.462
C 1.676 4.016 -0.630
C 3.614 0.063 -1.029
C 4.345 -1.031 -0.559
C 4.339 -2.242 -1.236
C 3.586 -2.389 -2.393
C 2.844 -1.320 -2.866
C 2.857 -0.106 -2.186
H 9.347 3.397 -0.989
H 7.511 4.678 -2.034
H 5.174 4.086 -1.584
H 6.497 0.933 1.021
H 8.828 1.525 0.542
H 3.641 2.524 -2.953
H 2.354 4.006 -4.425
H 0.618 5.510 -3.476
H 0.233 5.548 -1.048
H 1.470 4.034 0.438
H 4.936 -0.944 0.347
H 4.923 -3.071 -0.858
H 3.584 -3.332 -2.924
H 2.261 -1.422 -3.773
H 2.295 0.722 -2.607
C -2.354 6.124 -5.171
C -2.345 5.427 -3.837
C -2.272 6.146 -2.647
C -2.278 5.530 -1.404
C -2.196 6.369 -0.161
C -2.355 4.127 -1.329
Se -2.239 3.279 0.392
C -2.481 3.388 -2.520
C -2.741 1.897 -2.557
C -2.458 4.051 -3.749
H -2.003 7.151 -5.083
H -3.363 6.154 -5.586
H -1.721 5.607 -5.894
H -2.218 7.229 -2.690
H -2.201 7.430 -0.411
H -1.291 6.145 0.409
H -3.033 6.161 0.506
H -2.913 1.491 -1.559
H -1.951 1.342 -3.088
H -3.651 1.694 -3.123
H -2.555 3.467 -4.660

89
Properties=species:S:1:pos:R:3 method="wB97M-V/def2-TZVPD" spin_multiplicity=3 total_charge=+2 lumo_ev="-6.56 / -6.38" homo_energy_ev="-12.7 / -12.7"
Ti 1.054 1.142 0.192
C 1.653 4.253 3.902
C 1.444 2.803 3.447
C 2.052 1.826 4.446
C 1.974 2.625 2.035
C 2.949 1.668 1.706
C 3.484 1.556 0.416
C 3.033 2.373 -0.625
C 3.584 2.263 -2.020
C 2.039 3.318 -0.304
C 1.525 3.447 0.989
H 1.257 4.385 4.908
H 1.153 4.976 3.258
H 2.717 4.496 3.924
H 0.366 2.613 3.416
H 3.134 1.956 4.533
H 1.845 0.784 4.192
H 1.626 2.009 5.431
H 3.330 1.023 2.483
H 4.243 0.808 0.215
H 2.851 1.832 -2.706
H 4.473 1.635 -2.042
H 3.847 3.248 -2.405
H 1.645 3.955 -1.087
H 0.742 4.174 1.164
C -0.398 -1.850 -1.150
N -1.645 -1.728 -0.437
C -2.194 -0.475 0.045
P -1.383 1.081 -0.498
C -1.528 1.111 -2.295
C -0.765 2.017 -3.032
C -0.885 2.078 -4.412
C -1.770 1.229 -5.064
C -2.534 0.324 -4.340
C -2.417 0.263 -2.959
C -2.501 2.342 0.151
C -3.598 2.767 -0.597
C -4.470 3.709 -0.073
C -4.256 4.227 1.198
C -3.168 3.805 1.950
C -2.290 2.869 1.423
C -2.603 -2.768 -0.620
C -2.660 -3.510 -1.797
C -3.604 -4.522 -1.933
C -4.505 -4.783 -0.914
C -4.458 -4.032 0.252
C -3.508 -3.034 0.406
P 1.136 -1.343 -0.220
C 1.022 -2.148 1.403
C 0.171 -3.238 1.625
C 0.139 -3.860 2.862
C 0.959 -3.418 3.893
C 1.830 -2.361 3.677
C 1.858 -1.735 2.438
C 2.454 -2.148 -1.148
C 2.856 -1.566 -2.351
C 3.825 -2.177 -3.132
C 4.405 -3.364 -2.703
C 4.014 -3.942 -1.503
C 3.036 -3.340 -0.723
H -0.359 -1.303 -2.100
H -0.249 -2.900 -1.399
H -2.191 -0.410 1.141
H -3.245 -0.388 -0.248
H -0.087 2.702 -2.532
H -0.298 2.789 -4.979
H -1.869 1.278 -6.141
H -3.224 -0.335 -4.851
H -3.014 -0.454 -2.409
H -3.770 2.374 -1.592
H -5.319 4.039 -0.656
H -4.940 4.962 1.601
H -3.008 4.205 2.943
H -1.449 2.538 2.022
H -1.985 -3.301 -2.618
H -3.639 -5.096 -2.850
H -5.243 -5.566 -1.026
H -5.157 -4.231 1.055
H -3.461 -2.469 1.329
H -0.468 -3.615 0.840
H -0.523 -4.701 3.021
H 0.931 -3.910 4.856
H 2.494 -2.037 4.469
H 2.580 -0.947 2.271
H 2.408 -0.638 -2.695
H 4.129 -1.731 -4.070
H 5.165 -3.841 -3.308
H 4.470 -4.866 -1.174
H 2.734 -3.800 0.210

5
Properties=species:S:1:pos:R:3 method="wB97M-V/def2-TZVPD" relative_energy_ev=6.8845 total_charge=-1 lumo_ev="3.15 / 3.15" homo_energy_ev="-3.9 / -3.9"
O 2.143 1.015 0.127
O -1.610 -0.717 -1.566
P -1.466 0.139 -0.441
Cl 1.028 0.268 0.087
I -2.227 2.706 -1.458